DFT (ωB97M-V/def2-TZVPD) results for a single C4H5NO3 molecule in a non-equilibrium geometry.

As for the spin multiplicity: 1. As for the LUMO energy: 0.75 eV. The energy relative to the best compared isomer or geometry (same formula, charge and spin) is 33.2 kcal/mol. The largest force on an atom comes out at 1.43 eV Å⁻¹. The SMILES is COc1nc(O)co1. The HOMO energy is -0.3127 hartree. The total energy comes out at -11860.559 eV.

Element x y z (Å)
C: 2.38072 -0.69932 -0.00916
O: 1.71566 0.56062 0.01078
C: 0.40384 0.44799 0.00265
N: -0.29967 -0.61401 -0.00844
C: -1.60508 -0.13506 0.01294
O: -2.63048 -1.00848 0.00139
C: -1.60507 1.20286 -0.01445
O: -0.27336 1.59538 0.00066
H: 3.40834 -0.33147 -0.04989
H: 2.19844 -1.19376 0.95982
H: 2.11733 -1.26925 -0.91157
H: -3.45865 -0.53304 0.02025
H: -2.35202 1.97756 -0.01498


DFT (ωB97M-V/def2-TZVPD) results for a molecular structure, C48H62AsGe2N2OPSn.

As for the spin multiplicity: 1. As for the LUMO energy: -12.27 eV. The energy relative to the best compared isomer or geometry (same formula, charge and spin) is 48.8 kcal/mol. The largest force on an atom comes out at 0.66 eV Å⁻¹. The HOMO energy is -0.5725 hartree. The total energy comes out at -244760.361 eV. Its total charge is +4.

Element x y z (Å)
Sn: 1.57690 -1.73636 -0.01958
C: -0.41233 -1.81690 4.51674
C: 0.40363 -2.12681 3.24310
Ge: 2.11625 -1.24119 3.47779
C: 3.60121 -2.34281 4.03989
C: 4.13817 -1.89791 5.41148
C: 2.14961 0.62709 3.89158
C: 1.81482 1.62816 3.04468
Ge: 1.76742 0.91460 1.24036
C: -0.72059 2.87035 -1.91028
C: -0.98356 4.02055 -2.87271
C: 2.98021 1.81256 -0.02672
C: 3.23296 3.31725 -0.01585
C: 1.68013 3.04668 3.36241
C: 2.07078 3.56679 4.60296
C: 1.92961 4.91673 4.86773
C: 1.39461 5.76615 3.90531
C: 0.97947 5.26159 2.67800
C: 1.12408 3.91183 2.41506
H: -1.34807 -2.37441 4.48540
H: -0.64785 -0.75587 4.60447
H: 0.10661 -2.12517 5.42665
H: -0.13020 -1.80972 2.34319
H: 0.61137 -3.19533 3.16332
H: 4.38192 -2.29501 3.27634
H: 3.22307 -3.36673 4.06163
H: 4.46344 -0.85692 5.40878
H: 4.99924 -2.50960 5.67545
H: 3.39867 -2.02692 6.20160
H: 2.50045 0.84905 4.90009
H: 0.06571 3.13743 -1.19732
H: -0.39179 1.99931 -2.46929
H: -1.20865 4.95601 -2.36458
H: -1.80012 3.79032 -3.55750
H: -0.09176 4.18641 -3.47566
H: 2.70680 1.46960 -1.02819
H: 3.89895 1.26691 0.22741
H: 2.37550 3.87913 -0.38271
H: 4.07204 3.54213 -0.67423
H: 3.48175 3.68688 0.97643
H: 2.49795 2.92559 5.36212
H: 2.23770 5.31230 5.82552
H: 1.30579 6.82407 4.11134
H: 0.56138 5.92561 1.93410
H: 0.79352 3.51473 1.45713
C: 5.69411 -0.38907 1.87875
N: 5.87488 -1.32994 0.78005
C: 7.27888 -1.61485 0.42174
C: 7.40328 -3.02073 -0.12005
C: 6.42483 -3.19762 -1.25843
N: 5.06695 -2.79777 -0.82639
C: 3.94795 -3.38274 -1.54042
C: 4.86402 -1.90666 0.14661
O: 3.63842 -1.58755 0.50884
H: 6.09964 -0.81251 2.79872
H: 4.64110 -0.16019 2.02329
H: 6.23531 0.53204 1.66002
H: 7.87400 -1.48407 1.32397
H: 7.61202 -0.87470 -0.30972
H: 7.20879 -3.75160 0.66675
H: 8.41683 -3.18509 -0.48312
H: 6.37303 -4.23910 -1.56988
H: 6.71223 -2.59620 -2.12411
H: 4.33499 -4.01497 -2.33528
H: 3.33435 -2.61247 -2.03253
H: 3.32847 -4.00988 -0.88896
C: -3.06545 -0.96452 -0.07793
C: -4.14895 -0.11804 -0.72409
As: -5.90420 -1.09350 -0.60741
C: -5.31663 -2.60641 -1.68886
C: -5.00838 -2.48048 -3.04492
C: -4.63653 -3.59281 -3.78482
C: -4.57632 -4.84342 -3.17793
C: -4.89056 -4.97863 -1.83539
C: -5.26386 -3.86282 -1.09244
C: -6.82139 -0.07434 -1.98483
C: -6.58533 1.28283 -2.18633
C: -7.29488 1.98363 -3.15258
C: -8.25489 1.33414 -3.91465
C: -8.50634 -0.01530 -3.70723
C: -7.79957 -0.71587 -2.74206
P: -1.31844 -0.39564 -0.30250
C: -1.62360 1.41005 -0.02950
C: -1.71064 1.77349 1.28919
C: -2.26695 3.01659 1.66566
C: -2.79875 3.90828 0.73397
C: -2.68420 3.59508 -0.59208
C: -1.99565 2.39503 -1.07384
C: -0.83604 -0.66075 -2.02497
C: -1.58946 -1.39803 -2.92626
C: -1.03997 -1.76121 -4.15607
C: 0.25747 -1.40680 -4.49094
C: 1.03108 -0.67483 -3.59546
C: 0.48889 -0.31662 -2.36712
H: -3.07340 -1.99411 -0.45760
H: -3.21547 -1.03257 1.00330
H: -3.95796 0.10474 -1.77709
H: -4.27883 0.82227 -0.18222
H: -5.10638 -1.51684 -3.53556
H: -4.43479 -3.49704 -4.84429
H: -4.31481 -5.71533 -3.76191
H: -4.87676 -5.95539 -1.37144
H: -5.53938 -3.97923 -0.05042
H: -5.86245 1.81463 -1.57549
H: -7.11137 3.03894 -3.30395
H: -8.82128 1.88244 -4.65449
H: -9.26190 -0.52162 -4.29192
H: -8.01605 -1.76613 -2.58173
H: -1.44430 1.06935 2.07188
H: -2.31970 3.26651 2.71923
H: -3.28564 4.81648 1.05981
H: -3.07617 4.27072 -1.34228
H: -2.63276 1.89360 -1.81880
H: -2.59927 -1.71368 -2.69249
H: -1.63982 -2.33184 -4.85205
H: 0.66602 -1.69161 -5.45065
H: 2.03270 -0.36742 -3.86724
H: 1.05844 0.35159 -1.71452